Record 1
Molecular formula: C8H20N2O2S
Method: DFT, wB97M-V/def2-TZVPD

For the energy, the calculation gives -26530.339 eV. The relative energy (zero: lowest compared OMol25 entry of this formula, charge and spin) comes out at 9.71 kcal/mol. As for the largest force on an atom: 2.47 eV/A. The net charge is 0. The SMILES is CCCCN(CCCC)S(N)(=O)=O.

Cartesian coordinates (Å):
C1 -3.1794 -0.4626 0.0091
C2 -2.5662 0.9543 -0.1545
C3 -1.5802 1.0555 -1.3552
C4 -0.2863 0.3372 -1.0527
N1 0.5294 0.8372 0.0996
C5 0.6327 0.1829 1.3784
C6 1.8516 -0.7887 1.4922
C7 1.9135 -1.9427 0.4818
C8 0.7743 -2.9541 0.6000
S1 1.8361 1.8148 -0.3799
N2 1.1723 3.0949 -1.1582
O1 2.4448 2.2850 0.8498
O2 2.6100 1.1257 -1.3858
H1 -3.8169 -0.7069 -0.8912
H2 -3.7619 -0.4288 0.9371
H3 -2.4092 -1.2460 0.1183
H4 -2.0333 1.2226 0.8027
H5 -3.3928 1.6907 -0.2640
H6 -1.3549 2.1189 -1.5047
H7 -1.9766 0.6349 -2.2855
H8 0.3426 0.3042 -1.9615
H9 -0.4996 -0.7536 -0.9135
H10 -0.2691 -0.4446 1.5633
H11 0.6750 0.9337 2.1851
H12 2.7638 -0.2093 1.3973
H13 1.8469 -1.2366 2.5012
H14 1.9871 -1.5671 -0.5645
H15 2.8807 -2.4859 0.6456
H16 0.8385 -3.5969 1.5118
H17 -0.2731 -2.5276 0.4854
H18 0.8369 -3.7240 -0.2443
H19 1.1178 3.0052 -2.1861
H20 0.3455 3.4777 -0.7568

Atoms 1-6, force components in eV/Å:
C -0.062 0.545 -0.553
C 0.045 -0.188 0.036
C -0.195 0.631 1.388
C 0.984 -1.621 -0.031
N 0.037 1.513 -1.958
C 0.310 -1.557 0.859

***

Record 2
Molecular formula: C25H27F5N7O3SeZr
Method: DFT, wB97M-V/def2-TZVPD

For the energy, the calculation gives -123128.784 eV. The relative energy (zero: lowest compared OMol25 entry of this formula, charge and spin) comes out at 0.00 kcal/mol. As for the largest force on an atom: 1.25 eV/A. The net charge is +3.

Cartesian coordinates (Å):
Zr1 -0.4141 -0.4522 1.0575
N1 0.6317 0.4276 2.9093
C1 2.1241 0.3537 2.5762
C2 3.0878 0.2892 3.7542
C3 2.8183 -0.7139 4.8832
C4 3.0810 -2.1901 4.5651
N2 4.4365 -2.4819 4.0957
C5 5.4996 -2.6909 4.8778
N3 5.3770 -2.6663 6.2038
N4 6.6913 -2.9062 4.3306
C6 2.3091 -0.7988 1.5928
O1 3.1194 -1.6524 1.7061
O2 1.4056 -0.7154 0.5425
H1 0.4056 1.3675 3.2318
H2 0.4683 -0.1697 3.7200
H3 2.3470 1.2530 2.0042
H4 3.1529 1.2919 4.1802
H5 4.0684 0.0858 3.3225
H6 1.7963 -0.6335 5.2723
H7 3.4440 -0.4095 5.7243
H8 2.4209 -2.5496 3.7821
H9 2.8566 -2.8074 5.4357
H10 4.5737 -2.5101 3.0968
H11 4.4753 -2.6479 6.6466
H12 6.1603 -2.8984 6.7941
H13 6.8100 -2.9601 3.3326
H14 7.4965 -3.1199 4.8968
F1 -2.4460 -5.5623 -2.7918
C7 -2.1020 -4.9153 -1.7037
C8 -2.0293 -5.5785 -0.4891
F2 -2.3083 -6.8598 -0.4286
C9 -1.6702 -4.8958 0.6635
F3 -1.6291 -5.5596 1.8067
C10 -1.3726 -3.5460 0.6264
Se1 -0.9542 -2.6232 2.2601
C11 -1.4478 -2.9472 -0.6040
F4 -1.1602 -1.5617 -0.6743
C12 -1.8090 -3.5605 -1.7735
F5 -1.8667 -2.9026 -2.9159
C13 -0.2139 2.1501 -6.8179
C14 -1.2891 2.6193 -5.8655
C15 -2.1322 1.7249 -5.2282
C16 -3.1650 2.1520 -4.3958
C17 -3.3496 3.5043 -4.1729
N5 -4.3912 4.0220 -3.3315
C18 -5.0661 3.4252 -2.3173
O3 -6.1669 3.7123 -1.9371
N6 -4.3816 2.3457 -1.6412
C19 -3.1222 2.3421 -1.1322
C20 -2.1638 3.3581 -1.3528
C21 -0.8929 3.2550 -0.8158
C22 -0.5691 2.1624 -0.0499
N7 -1.4822 1.1947 0.1952
C23 -2.7237 1.2779 -0.3319
C24 -2.5159 4.4199 -4.8013
C25 -1.5054 3.9763 -5.6400
H15 -0.0010 1.0892 -6.6896
H16 0.7125 2.7065 -6.6760
H17 -0.5257 2.3001 -7.8524
H18 -2.0149 0.6627 -5.4159
H19 -3.8506 1.4255 -3.9793
H20 -4.8529 4.8642 -3.6465
H21 -5.0614 1.7434 -1.1977
H22 -2.4285 4.2345 -1.9249
H23 -0.1605 4.0314 -0.9880
H24 0.4218 2.0517 0.3808
H25 -3.4111 0.4768 -0.0995
H26 -2.6680 5.4842 -4.6470
H27 -0.8765 4.7056 -6.1388

Atoms 1-6, force components in eV/Å:
Zr -0.446 0.201 -0.117
N 0.679 -0.255 -0.108
C -0.126 -0.078 0.125
C -0.113 0.095 0.218
C 0.031 -0.020 -0.012
C 0.126 -0.097 -0.077